a.
DFT (ωB97M-V/def2-TZVPD) results for C7H15NO2 in the gas phase.

Each line ends with the Mulliken charge.
Geometry (Å):
C1 1.6755 -0.5853 0.2901  -1.0497
C2 -1.1781 -1.4811 1.9296  -1.5431
C3 -0.7247 -0.1854 1.2985  0.7207
O1 2.1790 0.3093 1.2602  -0.5633
O2 -0.3796 0.7883 1.9843  -0.6860
H1 1.4167 0.7332 1.7161  0.4580
H2 1.3941 -1.5437 0.7384  0.2814
H3 2.5229 -0.8339 -0.3580  0.4032
H4 -2.2695 -1.4973 1.9780  0.3665
H5 -0.8316 -2.3364 1.3426  0.3768
H6 -0.7541 -1.5658 2.9328  0.3992
C4 0.9787 1.5262 -1.0522  -1.7543
C5 -1.8807 1.0033 -0.5839  -1.7447
C6 0.5528 0.0778 -0.8127  1.3845
N1 0.6263 -0.6425 -2.0698  -0.6986
C7 -0.8683 -0.0841 -0.2214  0.4256
H7 1.5384 -0.5307 -2.5105  0.3036
H8 0.4603 -1.6397 -1.9542  0.2547
H9 -1.2806 -1.0433 -0.5620  0.3173
H10 2.0275 1.5822 -1.3645  0.4578
H11 0.8577 2.1166 -0.1393  0.2892
H12 0.3836 1.9937 -1.8450  0.4121
H13 -1.6437 1.9510 -0.0904  0.3389
H14 -2.8806 0.7157 -0.2428  0.4593
H15 -1.9220 1.1718 -1.6638  0.3910

HOMO level = -9.00 eV
structure (SMILES) = CC(=O)[C@@H](C)[C@](C)(N)CO
frontier orbital gap = 9.8 eV

***

b.
DFT (ωB97M-V/def2-TZVPD) results for C7H15NO2 in the gas phase.

Each line ends with the Mulliken charge.
Geometry (Å):
C1 -1.4299 0.2160 0.1761  0.4476
C2 1.2684 0.2295 0.3775  1.4473
C3 -1.9980 1.5995 0.1018  -0.7358
C4 -2.4308 0.5702 -0.9062  -0.7295
C5 -0.1368 -1.4845 -0.8037  -1.3114
C6 1.8340 -0.7780 1.3771  -1.6034
C7 2.2878 0.5163 -0.7442  -1.6768
N1 -0.0980 -0.1396 -0.2145  0.1527
O1 -1.9410 -0.5367 1.2512  -0.5601
O2 1.0384 1.4206 1.0667  -0.6638
H1 -2.0856 -1.4456 0.9623  0.3673
H2 0.1074 1.5446 0.5602  0.3060
H3 -1.3514 2.3964 -0.2305  0.3855
H4 -2.6798 1.8716 0.8946  0.2571
H5 -3.4418 0.1980 -0.8233  0.2484
H6 -2.0513 0.6563 -1.9130  0.2918
H7 -0.9725 -1.5954 -1.4988  0.3985
H8 -0.2266 -2.2921 -0.0745  0.3849
H9 0.7136 -1.6995 -1.4437  0.3559
H10 1.0788 -1.0330 2.1145  0.3755
H11 1.8120 1.0754 -1.5392  0.3648
H12 2.6650 -0.2884 1.8971  0.4247
H13 2.2233 -1.6712 0.8987  0.3157
H14 2.6903 -0.4111 -1.1600  0.3482
H15 3.1247 1.0810 -0.3260  0.4091

HOMO level = -8.85 eV
structure (SMILES) = CN(C(C)(C)O)C1(O)CC1
frontier orbital gap = 9.6 eV

***

Relative energies with respect to the most stable structure, expressed in eV: a 0.000; b 1.601.

***

a.
DFT (ωB97M-V/def2-TZVPD) results for an isolated ion of composition C4H8N and charge +1.

Each line ends with the Mulliken charge.
Geometry (Å):
C1 -0.9055 -0.3350 -0.5049  -0.0861
C2 -1.0944 -0.7861 -1.7122  -0.7827
C3 0.3157 0.0003 0.2390  0.9670
C4 0.1482 0.6857 1.5259  -1.1828
N1 1.4303 -0.1431 -0.3792  -0.3082
H1 -1.7473 -0.2032 0.2390  0.2399
H2 -2.1139 -0.8652 -2.1112  0.2750
H3 -0.6759 0.3831 2.2101  0.3353
H4 -0.1660 1.6428 1.0501  0.3647
H5 0.9603 0.9146 2.2068  0.3811
H6 2.3625 0.0771 0.1751  0.3157
H7 -0.3079 -0.9499 -2.4368  0.2400
H8 1.4883 -0.1474 -1.3878  0.2411

HOMO level = -15.60 eV
charge = +1
structure (SMILES) = C=CC(C)=[NH2+]
frontier orbital gap = 10.3 eV

***

b.
DFT (ωB97M-V/def2-TZVPD) results for an isolated ion of composition C4H8N and charge +1.

Each line ends with the Mulliken charge.
Geometry (Å):
C1 -0.5312 -0.5294 0.0041  0.5814
C2 -1.4303 -1.4091 0.3453  -0.9000
C3 -0.5264 0.9340 -0.1088  -0.4304
C4 0.9528 -0.6548 -0.2150  -0.4302
N1 0.9615 1.0399 0.0091  -0.3094
H1 -1.2461 -2.4599 0.4088  0.3135
H2 -2.3733 -0.9307 0.5461  0.2581
H3 -0.8043 1.3562 -1.0678  0.2550
H4 -1.1947 1.4737 0.7420  0.3337
H5 1.4659 -1.1168 0.5840  0.3730
H6 1.3280 -0.6628 -1.2432  0.2718
H7 1.6544 1.4928 -0.6815  0.3591
H8 1.4145 1.0856 0.9060  0.3244

HOMO level = -14.64 eV
charge = +1
structure (SMILES) = C=C1C[NH2+]C1
frontier orbital gap = 10.8 eV

***

Relative energies with respect to the most stable structure, expressed in eV: a 0.000; b 1.207.

***

a.
DFT (ωB97M-V/def2-TZVPD) results for a 2-piece molecular cluster, C4H8N overall.

Each line ends with the Mulliken charge.
Geometry (Å):
C1 2.9011 0.0225 -0.4349  -0.2604
C2 2.2829 -0.5458 0.4363  -0.5258
C3 -0.1049 0.8582 0.3980  -0.4586
C4 -2.0697 -0.5546 -0.1184  -0.6214
N1 -0.8734 0.2826 -0.4380  0.0342
H1 3.3655 0.6290 -1.0048  0.5208
H2 1.7894 -1.2763 1.1722  0.3863
H3 -0.3099 0.6953 1.5063  0.3358
H4 0.6471 1.5533 -0.0265  0.4103
H5 -2.3888 -0.6614 0.9903  0.2878
H6 -2.9546 0.0418 -0.5476  0.3002
H7 -1.7620 -1.5626 -0.6074  0.3012
H8 -0.5226 0.5182 -1.3255  0.2896

HOMO level = -14.77 eV
charge = +1
frontier orbital gap = 9.9 eV

***

b.
DFT (ωB97M-V/def2-TZVPD) results for a 2-piece molecular cluster, C4H8N overall.

Each line ends with the Mulliken charge.
Geometry (Å):
C1 -3.3795 0.0928 0.2645  0.0894
C2 1.7105 1.0233 -0.0362  -1.0953
C3 0.1705 -0.9927 0.0635  -1.0248
C4 1.3146 -0.3271 -0.4923  0.5161
N1 -2.3791 0.5889 0.0337  -0.4389
H1 -4.1987 -0.5152 0.2236  0.3237
H2 0.8999 1.5665 0.5818  0.3284
H3 2.2316 1.4920 -0.7933  0.3910
H4 2.4996 1.1153 0.7240  0.3914
H5 0.0676 -2.0529 0.0328  0.3931
H6 -0.1838 -0.5964 1.0608  0.3615
H7 -0.6458 -0.4561 -0.4267  0.4088
H8 1.8927 -0.9384 -1.2363  0.3555

HOMO level = -16.66 eV
charge = +1
frontier orbital gap = 10.1 eV

***

Relative energies with respect to the most stable structure, expressed in eV: a 0.745; b 0.000.